The following is a DFT calculation (wB97M-V/def2-TZVPD) of a 6-piece molecular cluster, C35H81N2O16P overall in a non-equilibrium geometry.

Element x y z (Å)
C (-1.97359, 3.19535, 5.30257)
C (-1.38838, 2.21961, 4.29498)
C (-1.78308, 2.52968, 2.84396)
C (-2.95916, 1.72062, 2.33766)
O (-3.60525, 2.34775, 1.27796)
C (-2.74939, 2.81596, 0.23905)
O (-3.90759, 1.75141, 3.45019)
C (-5.07280, 1.27569, 3.17505)
N (-6.16195, 0.83084, 2.98879)
C (-2.62148, 0.22510, 2.07164)
C (-3.09249, -0.36002, 0.74196)
O (-4.46821, -0.25453, 0.55598)
C (-4.85195, 0.25967, -0.69740)
C (-5.95748, 1.28686, -0.52829)
O (-7.12006, 0.94530, -1.26404)
C (-8.27501, 1.57027, -0.71583)
C (-9.16462, 0.57164, -0.01639)
O (-9.03234, 0.70638, 1.38395)
C (-9.69136, -0.33645, 2.06090)
C (-9.72322, -0.05935, 3.53527)
O (-1.21369, 0.07592, 2.15318)
C (-0.78190, -1.25724, 2.40605)
P (0.07295, -1.90987, 0.89614)
N (-0.23937, -3.42632, 0.57425)
H (-2.96284, 3.52223, 5.02173)
H (-1.34047, 4.06306, 5.43306)
H (-2.03442, 2.70548, 6.26504)
H (-1.70549, 1.21288, 4.53195)
H (-0.31004, 2.23474, 4.36832)
H (-2.11359, 3.56182, 2.79749)
H (-0.93738, 2.43583, 2.18361)
H (-2.38299, 3.81286, 0.43944)
H (-3.33589, 2.80634, -0.66545)
H (-1.92331, 2.13366, 0.08879)
H (-3.07303, -0.35994, 2.86771)
H (-2.50311, 0.07243, -0.06225)
H (-2.83658, -1.41993, 0.77139)
H (-4.03157, 0.73955, -1.21536)
H (-5.21900, -0.52722, -1.35001)
H (-5.59319, 2.24278, -0.91035)
H (-6.13899, 1.42410, 0.53027)
H (-8.83835, 1.99974, -1.53814)
H (-8.00571, 2.38997, -0.06310)
H (-8.84416, -0.42202, -0.31625)
H (-10.20611, 0.73569, -0.29595)
H (-9.20293, -1.28812, 1.85649)
H (-10.71624, -0.40279, 1.69068)
H (-10.43396, -0.74051, 3.98837)
H (-10.03972, 0.94950, 3.75385)
H (-8.76688, -0.25419, 3.99845)
H (-0.06788, -1.20622, 3.21946)
H (-1.60048, -1.93004, 2.61925)
H (1.43820, -1.64482, 1.10120)
H (-0.34361, -1.04922, -0.13459)
H (-0.67733, -3.46966, -0.33550)
C (3.33579, -2.47469, -1.02766)
O (2.82176, -1.15136, -0.94695)
C (3.82242, -0.14921, -1.03460)
C (3.89856, 0.45785, -2.41721)
O (4.32837, -0.48534, -3.38313)
C (3.27229, -1.03256, -4.15016)
H (2.49514, -3.14632, -1.19619)
H (4.04880, -2.58518, -1.84667)
H (3.82166, -2.74970, -0.08519)
H (4.79651, -0.55440, -0.74590)
H (3.55815, 0.63665, -0.31910)
H (4.63498, 1.26729, -2.40440)
H (2.93134, 0.88621, -2.69844)
H (2.91885, -0.30423, -4.88864)
H (2.43567, -1.34858, -3.52178)
H (3.66293, -1.90129, -4.67667)
C (6.15420, -5.43557, 0.31926)
O (6.71858, -4.28122, -0.27817)
C (6.82785, -3.18333, 0.61138)
C (8.23342, -3.02486, 1.14673)
O (8.61345, -4.11602, 1.96680)
C (9.43301, -5.05855, 1.29569)
H (6.33336, -6.27379, -0.35156)
H (6.61054, -5.65349, 1.28718)
H (5.07297, -5.31242, 0.44749)
H (6.11410, -3.28428, 1.43525)
H (6.56458, -2.28381, 0.04395)
H (8.27253, -2.12398, 1.76792)
H (8.94181, -2.89790, 0.32245)
H (10.44723, -4.66289, 1.18013)
H (9.03251, -5.31768, 0.31355)
H (9.47219, -5.95845, 1.90760)
C (-0.21859, -0.07287, -5.22840)
O (-0.97306, -1.27053, -5.22947)
C (-1.16218, -1.82131, -3.93682)
C (-2.53208, -1.49838, -3.38356)
O (-2.69455, -0.10658, -3.15358)
C (-3.43353, 0.55027, -4.17101)
H (-0.33447, 0.39029, -6.20668)
H (-0.56756, 0.62507, -4.46346)
H (0.84265, -0.28850, -5.06478)
H (-0.38342, -1.47075, -3.25093)
H (-1.06617, -2.90748, -4.02832)
H (-2.64952, -2.00245, -2.41769)
H (-3.31196, -1.87092, -4.05316)
H (-4.50051, 0.31981, -4.07874)
H (-3.08549, 0.27107, -5.16710)
H (-3.29607, 1.62267, -4.03817)
C (13.36472, -3.48900, 0.18348)
O (12.28030, -3.31881, -0.71253)
C (12.35682, -2.11689, -1.46294)
C (12.87342, -2.35755, -2.86351)
O (14.21913, -2.80446, -2.86154)
C (14.34790, -4.20423, -3.03468)
H (13.35260, -4.52366, 0.52261)
H (14.32318, -3.28655, -0.29890)
H (13.25048, -2.83265, 1.05308)
H (12.98254, -1.38189, -0.94839)
H (11.34272, -1.70968, -1.52852)
H (12.84592, -1.41266, -3.41486)
H (12.23114, -3.07209, -3.38653)
H (14.16254, -4.48054, -4.07820)
H (13.66453, -4.75719, -2.38662)
H (15.37098, -4.47428, -2.77893)
C (-6.51793, 4.82777, 1.44914)
O (-7.38102, 5.54479, 0.58241)
C (-8.70239, 5.66478, 1.08503)
C (-8.94911, 7.02244, 1.70355)
O (-8.15935, 7.22870, 2.86371)
C (-7.00822, 8.01713, 2.62781)
H (-5.49356, 4.99314, 1.11676)
H (-6.61460, 5.17180, 2.48128)
H (-6.72923, 3.75429, 1.40085)
H (-8.91094, 4.87307, 1.81069)
H (-9.38500, 5.53520, 0.23906)
H (-9.99778, 7.08348, 2.01039)
H (-8.76589, 7.81235, 0.96891)
H (-7.28126, 9.07228, 2.51566)
H (-6.46612, 7.68663, 1.73895)
H (-6.35715, 7.91577, 3.49460)

Calculated values
- maximum force (eV Å⁻¹) = 4.398
- total energy (Eh) = -3036.46198
- multiplicity = 1
- LUMO energy (eV) = 0.27

***

The following is a DFT calculation (wB97M-V/def2-TZVPD) of a 7-piece molecular cluster, C35H81O8 overall.

Element x y z (Å)
C (-3.63606, -5.00066, -2.24932)
C (-2.21346, -4.49705, -2.05541)
C (-1.53027, -3.75085, -3.22609)
C (-2.26191, -2.49472, -3.68406)
C (-2.02321, -2.14388, -5.14582)
C (-2.79134, -0.90054, -5.58472)
C (-2.82081, -0.55972, -7.09571)
C (-1.77810, -1.22887, -8.00758)
C (-2.28186, -2.41563, -8.81121)
O (-2.63327, -3.54543, -7.99562)
C (-3.93394, -3.72650, -7.67268)
C (-4.10163, -4.84389, -6.69239)
O (-4.81667, -3.03481, -8.10425)
H (-3.77236, -5.39018, -3.28114)
H (-4.35864, -4.17239, -2.13959)
H (-1.53334, -5.32973, -1.80165)
H (-2.17303, -3.82303, -1.18161)
H (-1.42582, -4.45645, -4.06461)
H (-0.50136, -3.45117, -2.94805)
H (-3.33912, -2.62497, -3.52090)
H (-1.93844, -1.65102, -3.05474)
H (-0.94738, -2.00884, -5.32738)
H (-2.31708, -3.00655, -5.75015)
H (-2.38034, -0.04838, -5.02723)
H (-3.82694, -0.99929, -5.24336)
H (-2.72416, 0.52439, -7.20195)
H (-3.80888, -0.81210, -7.49327)
H (-1.43464, -0.51021, -8.76130)
H (-0.89237, -1.52946, -7.43972)
H (-3.16169, -2.13374, -9.39462)
H (-1.50411, -2.78530, -9.48182)
H (-4.33246, -4.42168, -5.70937)
H (-4.95119, -5.45491, -7.00046)
H (-3.20075, -5.44506, -6.60228)
C (0.95229, 0.35474, -3.12190)
C (-0.16306, 1.03927, -2.35072)
O (-0.66280, 0.27088, -1.27403)
C (0.26635, -0.07731, -0.26416)
C (0.83679, 1.11494, 0.48068)
H (0.64246, -0.65394, -3.40279)
H (1.17756, 0.91762, -4.02933)
H (1.87262, 0.28273, -2.53936)
H (-1.02470, 1.18423, -3.00370)
H (0.16094, 2.03152, -2.00880)
H (1.07287, -0.70057, -0.66763)
H (-0.30588, -0.70602, 0.41962)
H (1.50855, 1.71628, -0.13611)
H (1.40325, 0.78183, 1.35233)
H (0.02653, 1.76153, 0.82289)
C (-3.38250, 1.15374, 1.06918)
C (-2.66099, 2.48691, 1.12811)
O (-3.51490, 3.61225, 1.29611)
C (-4.27795, 3.62274, 2.48865)
C (-3.44079, 3.65644, 3.75685)
H (-4.17746, 1.18415, 0.32325)
H (-2.67883, 0.37352, 0.77674)
H (-3.81690, 0.87125, 2.02943)
H (-2.14907, 2.66283, 0.18094)
H (-1.89285, 2.47354, 1.91043)
H (-4.96663, 2.77070, 2.51387)
H (-4.88502, 4.52696, 2.41947)
H (-2.89917, 2.72386, 3.91756)
H (-4.08926, 3.81449, 4.62015)
H (-2.71802, 4.47303, 3.71341)
C (5.12297, 0.16945, 4.51688)
C (4.41834, -0.09999, 3.19956)
O (3.45699, 0.88213, 2.84724)
C (3.95486, 2.19195, 2.64539)
C (4.95706, 2.30194, 1.50829)
H (4.39199, 0.34642, 5.30808)
H (5.73189, -0.68793, 4.80419)
H (5.78497, 1.03532, 4.46460)
H (3.84941, -1.02800, 3.26062)
H (5.15284, -0.22564, 2.39541)
H (4.38729, 2.58949, 3.57145)
H (3.07029, 2.78875, 2.41964)
H (5.90012, 1.80456, 1.73827)
H (5.17701, 3.35279, 1.31352)
H (4.54605, 1.86088, 0.59893)
C (-5.02267, 8.42256, -1.41077)
C (-3.53757, 8.61115, -1.14605)
O (-3.07905, 7.99275, 0.04087)
C (-3.23408, 6.57808, 0.09245)
C (-2.48340, 5.83585, -0.99777)
H (-5.60427, 8.71526, -0.53517)
H (-5.32785, 9.04542, -2.25329)
H (-5.26863, 7.38967, -1.65859)
H (-3.31515, 9.67055, -1.01056)
H (-2.95816, 8.26749, -2.01125)
H (-4.29435, 6.30422, 0.07410)
H (-2.84960, 6.28958, 1.06930)
H (-2.90910, 6.00980, -1.98750)
H (-2.53398, 4.76666, -0.79869)
H (-1.43661, 6.14502, -1.01612)
C (7.97152, -1.70178, 9.21536)
C (7.64047, -0.63673, 8.18325)
O (6.46511, -0.90131, 7.43868)
C (5.26224, -0.97202, 8.18587)
C (4.90229, 0.32087, 8.89763)
H (7.98258, -2.68898, 8.75148)
H (8.95813, -1.50781, 9.63890)
H (7.25694, -1.71533, 10.03913)
H (8.43210, -0.58211, 7.43552)
H (7.58083, 0.34740, 8.66311)
H (5.29917, -1.80213, 8.90071)
H (4.49746, -1.21714, 7.44864)
H (5.58632, 0.54827, 9.71632)
H (3.89962, 0.23919, 9.31939)
H (4.91342, 1.15552, 8.19504)
C (2.12422, -5.05182, 2.71130)
C (1.50941, -5.74781, 1.50512)
O (0.37289, -5.09930, 0.98093)
C (0.58429, -3.78527, 0.49339)
C (1.58808, -3.70332, -0.64480)
H (1.36012, -4.86244, 3.46705)
H (2.89677, -5.68656, 3.14987)
H (2.58865, -4.10092, 2.44563)
H (1.15436, -6.73898, 1.79040)
H (2.27303, -5.89065, 0.72975)
H (0.88038, -3.12227, 1.31786)
H (-0.38975, -3.45633, 0.13298)
H (2.60759, -3.93217, -0.32627)
H (1.58742, -2.69262, -1.05726)
H (1.29996, -4.39314, -1.43908)

Calculated values
- charge = -1
- maximum force (eV Å⁻¹) = 0.435
- total energy (Eh) = -1983.90483
- multiplicity = 1
- LUMO energy (eV) = 1.86